# 1
16
Properties=species:S:1:pos:R:3:forces:R:3:mulliken_charge:R:1 method="wB97M-V/def2-TZVPD" homo_lumo_gap_ev=10.1 relative_energy_kj_mol=312.6 total_energy_ha=-367.071490
N 1.20784 -0.16521 1.99968 1.58 -1.09 -1.88 -0.7575
N -1.55021 0.19810 -0.12446 -0.10 -1.15 -1.26 -0.5804
H -1.44939 -1.54461 1.15753 -0.12 0.45 -0.15 0.2749
C -0.17712 0.69704 -0.10617 2.47 1.31 -1.05 -0.0285
C 0.54710 0.88733 -1.45239 0.76 -3.65 1.64 -0.3712
H 0.01335 1.53380 -2.07570 0.02 1.60 -1.06 0.3148
H -0.26165 1.58035 0.48783 0.56 1.13 0.22 0.3942
H -1.14508 -0.22754 2.06776 -1.47 2.79 3.60 0.4973
H -1.61216 -0.51703 -0.95496 0.13 1.39 2.43 0.3921
F 0.33039 -0.40430 -2.06449 -0.08 0.23 -0.39 -0.3267
H 0.85418 -1.20514 0.27448 -0.44 -0.72 -0.92 0.4315
C -1.08856 -0.48997 1.10997 -0.70 -6.28 -3.14 -1.0218
H 2.09659 0.09839 1.44810 -0.95 -0.61 2.01 0.3184
H 1.68702 0.81015 -1.37609 -1.63 1.44 -0.03 0.2048
C 0.37107 -0.41425 0.80704 -0.53 0.94 -0.10 -0.0530
H 1.32533 -1.20082 2.27429 0.50 2.21 0.07 0.3110



# 2
74
Properties=species:S:1:pos:R:3:forces:R:3:mulliken_charge:R:1 method="wB97M-V/def2-TZVPD" homo_lumo_gap_ev="4.5 / 5.8" relative_energy_kj_mol=97.7 multiplicity=2 s_squared=0.771 total_charge=-1 total_energy_ha=-2894.281655
C 1.40622 -4.61441 0.79398 0.05 0.02 0.09 -0.2401
N 1.01572 0.59121 1.22946 -0.05 0.10 0.29 1.4196
C 1.22608 0.39569 -3.94391 -0.21 -0.35 0.08 0.6807
H 0.87512 -2.03276 2.29121 -0.12 -0.04 0.05 0.4169
N -2.30243 0.27938 1.13965 -0.08 0.02 0.39 0.3188
C -2.83520 1.50034 1.19359 0.05 0.07 -0.09 -0.1961
H 1.87085 0.50399 -0.66914 0.03 0.03 -0.05 -0.0074
H -0.03314 5.30027 -1.87864 -0.03 0.00 -0.01 0.3486
C 1.67736 -1.81738 1.59217 -0.10 0.16 0.09 -0.5613
N 0.96962 3.47722 -2.15377 0.26 0.11 0.08 0.3563
N 1.32124 1.62151 -3.32647 0.27 -0.14 -0.08 0.5799
C -0.61602 2.14981 4.27015 0.02 0.20 -0.20 -0.5840
H 2.46903 0.95885 -5.63631 -0.02 -0.01 -0.03 0.3205
H -0.96792 1.84763 5.24753 -0.01 -0.02 0.00 0.4047
N 0.48536 -0.57087 -3.34866 0.17 0.28 -0.22 0.4030
C 2.38150 2.52046 -3.54393 0.09 0.14 -0.22 -0.5655
H 2.57060 -2.38266 1.90273 -0.05 -0.04 0.01 0.2026
H -0.47110 3.98823 -0.77450 -0.02 0.03 0.02 0.1756
C 2.37873 -2.21561 -0.68421 -0.03 0.02 -0.05 -1.3434
H 1.08032 4.83535 -0.56952 -0.01 0.01 0.00 0.4107
H 2.04531 -2.53250 -1.66675 -0.06 -0.02 -0.17 0.3613
H -4.34619 2.82344 1.93493 0.04 0.01 -0.01 0.3298
H -2.41637 -1.65373 1.83836 0.14 -0.04 0.06 0.3550
H -6.25747 0.26895 3.69508 -0.06 0.02 -0.01 0.2200
H 2.98965 -0.14875 1.26866 -0.06 0.20 -0.04 0.4506
C 0.35616 4.46193 -1.29489 0.05 0.11 -0.19 -0.9987
H -0.36331 -2.41636 -3.53961 0.04 -0.02 0.07 0.3172
H 2.78635 -1.20904 -0.76887 0.02 -0.06 0.00 0.3048
H -4.42818 -1.27696 3.21286 0.02 0.00 0.01 0.3002
H 1.49488 -6.68877 1.31856 0.00 0.01 -0.02 0.3708
C -0.41091 -6.13200 0.47943 0.02 0.03 -0.03 -0.5573
C 0.85884 -1.98931 -5.25241 0.23 0.14 -0.36 -0.8926
C -4.00504 -0.46226 2.63820 0.21 -0.11 0.14 -0.8694
S -1.11526 1.72332 -1.90307 0.06 -0.26 -0.20 -0.3864
C -0.75238 3.46077 3.85784 -0.01 -0.06 0.06 -0.6493
S -1.76366 -2.60775 -0.82538 0.13 -0.14 -0.10 -0.4639
C -0.03774 1.13688 3.47784 0.05 -0.17 -0.06 0.5332
C 1.87644 0.17530 -5.18462 0.16 0.27 0.03 -1.1509
H 0.65993 3.19203 0.83967 0.01 -0.14 0.27 -0.2678
H 0.74753 1.83122 -0.43944 0.35 -0.22 0.37 -0.3632
C 1.52950 1.25544 0.04163 0.36 0.17 0.12 -0.8074
C -2.85447 -0.66886 1.89692 -0.46 0.15 -0.23 -0.4448
C 0.29007 -1.69782 -4.02757 -0.05 0.00 0.25 -0.2145
H 2.15242 -0.17439 2.82150 -0.02 -0.06 0.00 0.7262
C 2.14296 3.63777 -2.82917 -0.09 -0.10 0.01 -0.6466
N 1.24669 -2.22477 0.24512 0.38 -0.10 0.06 1.1911
H 2.42124 -4.43895 1.12832 0.01 0.07 0.00 0.2581
H -6.23979 1.87964 3.16933 -0.05 -0.01 -0.02 0.2191
C -0.28649 3.81806 2.60472 -0.02 0.07 -0.02 -0.8097
H -0.83709 -7.12582 0.54955 -0.01 0.01 0.00 0.3548
H 2.73567 4.53207 -2.74127 0.00 -0.01 0.01 0.4502
H 2.37465 1.92394 0.27053 0.07 0.00 0.01 0.3150
H -2.17007 -5.26515 -0.38621 0.00 -0.04 0.04 0.4294
C 0.89016 -5.89161 0.90418 0.00 -0.05 -0.03 -0.9679
C -3.95654 1.81281 1.92825 -0.12 -0.09 0.11 -1.0189
H 3.21626 2.26945 -4.16876 0.03 0.00 0.05 0.3998
H -0.36496 4.83959 2.25032 0.01 0.00 -0.04 0.3652
H -1.20740 4.19660 4.51198 -0.02 -0.02 0.00 0.3598
H 2.18801 -1.20177 -6.77914 -0.02 0.04 -0.02 0.3897
S 0.00951 -0.44496 4.20144 -0.03 -0.31 -0.20 -0.4843
N -5.70906 1.06524 3.42178 0.11 -0.03 0.06 -0.5529
Hg -0.65751 -0.44567 -0.57504 -0.42 -0.04 -0.10 1.6162
C 0.43154 2.22403 -2.44446 -0.86 0.21 -0.26 -0.2147
C 0.43690 1.51229 2.18094 -0.03 0.30 0.24 -0.1730
C -1.15841 -5.09482 -0.03910 0.07 0.05 0.04 -0.8737
C 0.30443 2.85357 1.80206 0.05 0.08 -0.11 -0.1479
H -2.33367 2.26229 0.60640 -0.02 -0.04 0.00 0.1134
H 0.65225 -2.92508 -5.75218 0.02 -0.02 0.05 0.4120
C 2.02420 -0.34114 1.75271 0.09 -0.20 -0.01 -1.9849
C -4.58229 0.80124 2.66344 0.07 0.17 -0.08 1.0107
C 1.70103 -1.01692 -5.82967 -0.29 -0.35 0.27 -0.4030
C 0.65842 -3.54854 0.29419 -0.23 0.00 -0.04 -0.8241
C -0.65519 -3.78573 -0.13562 -0.08 -0.04 -0.12 1.1252
H 3.18656 -2.88466 -0.35495 -0.01 0.02 0.02 0.3487